Record 1
{
  "formula": "C5H6LiMgO4Tl",
  "method": "ωB97M-V/def2-TZVPD",
  "e_tot_ev": -23800.0587,
  "largest_force_ev_per_a": 5.92,
  "e_homo_ev": -15.293,
  "de_lowest_kcal_mol": 6.7,
  "charge": 2,
  "lumo_energy_ev": -8.5,
  "symbols": ["O", "C", "O", "Tl", "Li", "O", "Mg", "C", "O", "C", "H", "H", "H", "C", "C", "H", "H", "H"],
  "coordinates": [[0.771122, 0.445023, -0.929460], [1.587609, 0.990286, -0.127052], [1.268271, 2.070034, 0.436549], [-0.811485, 2.399327, -0.233293], [2.295241, 3.495889, 0.989295], [-2.206410, 0.941486, -0.169674], [-0.400714, -1.040699, -1.255603], [-2.261632, -0.263039, -0.461364], [-3.435869, -0.834157, -0.218697], [-3.562049, -2.235064, -0.451903], [-4.555692, -2.520956, -0.094401], [-3.483636, -2.456276, -1.524738], [-2.800356, -2.792767, 0.110040], [2.911753, 0.365553, 0.077617], [3.624426, 0.555264, 1.189668], [3.207074, -0.366204, -0.676163], [4.585376, 0.061145, 1.331168], [3.266973, 1.185153, 2.008008]],
  "forces_ev_per_a": [[-0.4, -1.2, -0.4], [1.5, 0.0, 0.3], [2.9, -0.9, 1.1], [-0.8, 5.8, -1.2], [0.0, 0.2, 0.0], [-2.5, -3.7, 0.1], [-0.2, 0.4, 0.1], [-1.4, -0.7, 0.3], [1.2, 0.6, -0.2], [-0.1, -0.7, -0.2], [0.3, 0.1, -0.1], [-0.1, 0.1, 0.2], [-0.2, 0.1, 0.0], [-0.1, -0.3, 0.1], [0.0, 0.0, -0.1], [0.1, 0.3, 0.1], [-0.3, 0.1, 0.0], [0.1, -0.1, -0.2]],
  "lowdin_charge": [-0.188, -0.623, -0.306, 1.123, 0.822, -0.255, 1.220, -0.394, -0.048, -0.042, 0.118, 0.100, 0.093, -0.052, 0.115, 0.130, 0.103, 0.086]
}

=====

Record 2
{
  "formula": "C2H5N3O",
  "method": "ωB97M-V/def2-TZVPD",
  "e_tot_ev": -8672.4296,
  "largest_force_ev_per_a": 0.44,
  "smiles": "[H]/N=C/O/C(N)=N/[H]",
  "e_homo_ev": -9.694,
  "de_lowest_kcal_mol": 28.0,
  "charge": 0,
  "lumo_energy_ev": 0.8,
  "symbols": ["H", "N", "C", "O", "C", "N", "N", "H", "H", "H", "H"],
  "coordinates": [[3.196372, -0.440066, 0.112271], [2.285140, -0.851447, 0.309921], [1.433508, -0.394921, -0.486612], [0.120859, -0.837347, -0.389221], [-0.687251, 0.140235, 0.101981], [-1.968448, -0.320803, 0.273966], [-0.180263, 1.274201, 0.373642], [-0.840686, 1.914906, 0.795980], [1.570264, 0.330420, -1.290529], [-2.231544, -1.181712, -0.178796], [-2.697956, 0.366539, 0.377392]],
  "forces_ev_per_a": [[0.0, -0.1, -0.1], [-0.2, 0.1, -0.4], [0.4, -0.1, 0.2], [-0.1, 0.0, 0.1], [0.0, 0.2, 0.1], [0.0, 0.1, 0.0], [-0.3, -0.2, 0.0], [-0.1, 0.0, -0.1], [0.1, -0.1, 0.1], [0.1, 0.1, 0.0], [0.2, -0.1, 0.0]],
  "lowdin_charge": [0.059, 0.148, -0.306, 0.004, -0.571, 0.150, 0.133, 0.052, 0.129, 0.101, 0.101]
}

=====

- What is the formula in the second record?
  C2H5N3O

=====

- What is the charge in the second record?
  0